(1)
55
Properties=species:S:1:pos:R:3 method="wB97M-V/def2-TZVPD" smiles="O=C(O)C[C@H]1CCC[C@@H]1C(=O)c1ccc(C(=O)O)cc1.CNC(=O)CNC(C)=O" e_tot_ev=-38476.7864 charge=0 lumo_energy_ha=-0.0243 max_force_ha_per_bohr=0.0387 homo_ev=-9.24 orbital_gap_ev=8.57 relative_energy_kj_mol=0.00
O 3.30394 0.52164 4.68470
O 0.30045 3.34036 -1.41269
O -3.32180 3.64427 0.30904
O -2.78797 -0.58661 -1.72061
O 0.93535 -0.52538 -2.16435
O 2.82493 2.55720 3.83342
O -2.24518 -1.28378 0.35592
C 2.89523 1.20717 3.76126
C -0.55806 2.55674 -1.80520
C -2.19798 3.47099 0.77402
C -2.28702 -1.41971 -0.98722
C 1.13235 -1.28882 -1.22442
C 2.28801 1.28608 1.33336
C 2.16053 -0.83392 2.46368
C 1.87502 0.67088 0.14868
C 1.71544 -1.44608 1.27791
C 2.44655 0.54500 2.51454
C 1.57558 -0.70772 0.08314
N -1.60126 4.34905 1.59099
N -1.37651 1.91152 -0.97762
C -0.72962 2.28300 -3.28095
C -2.18764 5.61684 2.03037
C -1.43394 2.18078 0.46161
C -1.77185 -2.71564 -1.61114
C 1.09736 -5.10417 -0.89649
C 1.87145 -3.81601 -1.19245
C -0.37607 -4.79026 -1.14828
C 0.80679 -2.76515 -1.54390
C -0.50016 -3.28313 -0.93398
H 3.17294 2.77158 4.71215
H -2.71623 -0.45571 0.53495
H 2.49938 2.35287 1.31879
H 2.27276 -1.43460 3.36362
H 1.79155 1.29485 -0.73921
H 1.47529 -2.50319 1.31382
H -0.65939 4.14243 1.88598
H -2.05764 1.28263 -1.38661
H -1.70839 2.63679 -3.59918
H -0.65302 1.21193 -3.45998
H 0.05049 2.80354 -3.83348
H -1.57303 6.44813 1.68175
H -2.24506 5.64299 3.11949
H -3.19501 5.73710 1.62445
H -0.42087 2.25738 0.85674
H -1.93499 1.36120 0.97098
H -2.57805 -3.44822 -1.52039
H -1.59293 -2.55430 -2.67868
H 1.24437 -5.38951 0.15050
H 1.43718 -5.93174 -1.52817
H 2.55191 -3.95962 -2.03895
H 2.47831 -3.52924 -0.33043
H -1.02956 -5.35206 -0.47230
H -0.63787 -5.05151 -2.17985
H 0.69692 -2.81898 -2.63361
H -0.52298 -3.08988 0.14430


(2)
52
Properties=species:S:1:pos:R:3 method="wB97M-V/def2-TZVPD" smiles="CC(C)(C)c1ccc(OCC(=O)N2CCN(c3ncccn3)CC2)cc1" e_tot_ev=-31218.1071 charge=0 lumo_energy_ha=0.0282 max_force_ha_per_bohr=0.0113 homo_ev=-8.18 orbital_gap_ev=8.94 relative_energy_kj_mol=156.65
C 0.36323 -3.41892 -2.64166
H -0.47137 -4.03215 -2.31050
H 1.10831 -3.37369 -1.85115
H 0.81191 -3.90624 -3.50525
C -0.10170 -2.01295 -3.03062
C -0.68886 -1.24806 -1.85427
C -1.01020 0.09638 -1.99839
C -1.58663 0.83269 -0.97927
C -1.86768 0.22231 0.23419
C -1.54504 -1.12009 0.40202
C -0.96810 -1.83819 -0.62627
H -0.74216 -2.87694 -0.44923
H -1.75885 -1.58905 1.35024
O -2.46407 0.83242 1.31120
C -2.74596 2.21264 1.23757
C -1.49760 3.09145 1.09562
O -1.40064 3.89057 0.18161
N -0.53378 2.93433 2.02322
C -0.62015 2.09790 3.20670
H -1.25858 1.23873 3.00543
H -1.04649 2.67378 4.03916
C 0.78631 1.59883 3.57724
N 1.53090 1.33463 2.37384
C 1.61620 0.08582 1.87130
N 2.20180 -0.05828 0.67520
C 2.34574 -1.29038 0.23213
C 1.92326 -2.40207 0.94583
C 1.31367 -2.13822 2.16355
N 1.15596 -0.91761 2.63220
H 0.93560 -2.93195 2.79665
H 2.05999 -3.40574 0.58100
H 2.83283 -1.38300 -0.73085
C 1.80668 2.49421 1.55118
H 2.80767 2.88459 1.77147
C 0.74919 3.57444 1.82355
H 0.65877 4.24659 0.96936
H 1.00190 4.16141 2.71165
H 1.78114 2.17516 0.50723
H 1.32838 2.34634 4.16420
H 0.71693 0.67366 4.14806
H -3.26927 2.45316 2.16804
H -3.40713 2.43833 0.39212
H -1.80561 1.87390 -1.15040
H -0.81627 0.60253 -2.93139
C 1.10355 -1.25382 -3.60270
H 1.58344 -1.84575 -4.37961
H 1.83046 -1.05351 -2.81940
H 0.80702 -0.30520 -4.04019
C -1.18643 -2.14070 -4.11027
H -2.04400 -2.68507 -3.72032
H -0.79818 -2.67765 -4.97339
H -1.52611 -1.16158 -4.43761


(3)
53
Properties=species:S:1:pos:R:3 method="wB97M-V/def2-TZVPD" smiles="COC(=O)NC[C@H](c1cccnc1)N1CCN(c2ccccc2OC)CC1" e_tot_ev=-33264.4971 charge=0 lumo_energy_ha=0.0243 max_force_ha_per_bohr=0.0114 homo_ev=-7.29 orbital_gap_ev=7.95 relative_energy_kj_mol=293.60
C -0.08958 4.57521 -3.61217
H -1.08438 4.31978 -3.97783
H 0.37280 5.30739 -4.27501
H -0.15148 4.97595 -2.59858
O 0.70318 3.39614 -3.61410
C 1.27000 3.04108 -2.43491
O 1.12479 3.63496 -1.39491
N 2.01246 1.92731 -2.60320
H 2.01633 1.50681 -3.51868
C 2.73725 1.28306 -1.53840
H 3.75653 1.10303 -1.89071
H 2.77599 1.98208 -0.70093
C 2.14689 -0.06102 -1.02669
N 1.60379 0.09308 0.31801
C 1.37898 -1.17249 0.99339
C 1.14193 -0.90271 2.48392
N 0.05507 0.01458 2.71637
C -1.22713 -0.37258 3.08029
C -2.02559 0.56627 3.73948
C -3.30403 0.27601 4.17283
C -3.82139 -0.98855 3.97637
C -3.05193 -1.94697 3.33696
C -1.77524 -1.66075 2.87856
O -1.00702 -2.58190 2.20069
C -1.51641 -3.87306 1.99454
H -2.42821 -3.85912 1.38753
H -1.71741 -4.38663 2.94080
H -0.73699 -4.40978 1.45407
H -3.47346 -2.92766 3.18207
H -4.81509 -1.23962 4.31422
H -3.88538 1.03404 4.67583
H -1.61505 1.54608 3.92970
C 0.25844 1.23906 1.97534
C 0.43912 0.94005 0.48085
H 0.58573 1.87963 -0.05099
H -0.48193 0.44926 0.11854
H -0.59036 1.90829 2.10297
H 1.16328 1.73068 2.34888
H 0.96364 -1.83616 3.01183
H 2.04726 -0.43325 2.89006
H 2.26614 -1.80037 0.88084
H 0.51251 -1.71270 0.58047
C 1.20255 -0.73389 -1.99971
C 1.47560 -2.03100 -2.43252
N 0.69354 -2.73299 -3.22988
C -0.43243 -2.17828 -3.64537
C -0.81774 -0.89830 -3.28184
C 0.01152 -0.16590 -2.44689
H -0.27239 0.83317 -2.15667
H -1.74570 -0.47946 -3.63996
H -1.04514 -2.78981 -4.29457
H 2.38265 -2.53382 -2.11788
H 3.00151 -0.73814 -0.89534


(4)
53
Properties=species:S:1:pos:R:3 method="wB97M-V/def2-TZVPD" smiles="CCCOP(=O)(OCCC)[C@@H](Nc1ccc(C(=O)O)cc1)c1ccccc1" e_tot_ev=-42182.0376 charge=0 lumo_energy_ha=0.0255 max_force_ha_per_bohr=0.0238 homo_ev=-8.14 orbital_gap_ev=8.83 relative_energy_kj_mol=10.08
C -3.71261 -4.24854 1.18817
H -3.93237 -3.24241 1.53423
H -4.34384 -4.94966 1.72814
C -2.24070 -4.56752 1.41886
C -1.33476 -3.56428 0.71466
H -0.28184 -3.84239 0.82609
H -1.57706 -3.51610 -0.35243
O -1.53378 -2.27128 1.27694
P -0.28207 -1.30332 1.53953
O 1.00565 -1.99677 1.65817
O -0.72386 -0.44386 2.80926
C -0.26264 -0.83981 4.09799
C -0.90616 -2.13662 4.57098
C -2.42264 -2.02691 4.65418
H -2.85664 -2.97328 4.96760
H -2.82879 -1.76299 3.68110
H -2.70950 -1.25971 5.37004
H -0.62598 -2.92273 3.86589
H -0.48924 -2.38803 5.54834
H 0.82482 -0.96287 4.06293
H -0.51720 -0.00777 4.76009
C -0.34529 -0.01978 0.21561
N 0.89954 0.67849 0.33411
C 1.25781 1.76177 -0.41532
C 0.35658 2.40697 -1.27145
C 0.73808 3.53052 -1.96861
C 2.02846 4.04423 -1.83944
C 2.93448 3.39518 -0.99545
C 2.55823 2.27511 -0.29769
H 3.25973 1.77552 0.35493
H 3.93279 3.79583 -0.90702
C 2.46673 5.24223 -2.56077
O 3.57178 5.72970 -2.49578
O 1.50704 5.79135 -3.33595
H 1.86846 6.57556 -3.77609
H 0.03787 4.02196 -2.62580
H -0.64150 2.01733 -1.39429
H 1.64144 0.16120 0.78431
C -0.55977 -0.76022 -1.07570
C 0.50521 -1.38447 -1.71151
C 0.29333 -2.12433 -2.86173
C -0.98368 -2.25484 -3.38048
C -2.05024 -1.63858 -2.74702
C -1.83919 -0.89420 -1.60003
H -2.67177 -0.41719 -1.10244
H -3.04856 -1.73733 -3.14731
H -1.14826 -2.83537 -4.27591
H 1.12757 -2.60433 -3.35094
H 1.50108 -1.28874 -1.30609
H -1.18497 0.65353 0.42111
H -2.02441 -4.54953 2.48812
H -2.00677 -5.56320 1.03821
H -3.95231 -4.30923 0.12907